[1]
Below is a molecular structure, C26H24CrN5O3S2, with properties calculated with ωB97M-V/def2-TZVPD.

Output
Multiplicity: 5
⟨S²⟩: 6.116
Net charge: -1
Frontier orbital gap (spin up / spin down), eV: 3.93 / 7.13
Lowest unoccupied orbital energy (spin up / spin down), eV: 2.473 / 2.466

Last column: Löwdin spin population.
Positions of all 61 atoms, in Å:
Cr: -0.4617 0.0380 0.1128  2.982
N: -1.5316 3.6818 2.2223  0.027
C: -1.2798 3.0104 3.4155  0.007
C: -1.3670 3.3909 4.7427  0.006
C: -1.0287 2.4364 5.6982  0.028
C: -0.6214 1.1504 5.3273  0.002
C: -0.5367 0.7718 3.9951  0.027
C: -0.8676 1.7232 3.0374  0.002
N: -0.8680 1.6279 1.6687  0.096
C: -1.2633 2.7969 1.2016  0.067
C: -1.3696 3.0478 -0.1936  0.119
C: -1.7346 4.2067 -0.8873  0.327
S: -1.5882 3.8969 -2.6232  0.203
C: -1.0201 2.2799 -2.2430  0.110
N: -0.9882 1.9965 -0.9781  0.005
H: -1.8457 4.6333 2.1011  0.003
H: -1.6835 4.3858 5.0328  0.000
H: -1.0832 2.6951 6.7485  0.002
H: -0.3697 0.4368 6.1025  -0.001
H: -0.2377 -0.2141 3.6643  0.002
H: -2.0596 5.1601 -0.5120  0.027
H: -0.7411 1.5735 -3.0097  0.004
O: 2.0840 -2.3562 0.5799  0.001
C: 2.2602 -1.3030 1.2189  0.004
O: 1.5026 -0.2891 1.2398  0.038
C: 3.5037 -1.2044 2.0955  0.001
C: 3.7219 -0.0817 2.8878  0.000
C: 4.8582 0.0053 3.6812  0.000
C: 5.7848 -1.0284 3.6853  0.000
C: 5.5702 -2.1528 2.8974  0.000
C: 4.4322 -2.2397 2.1086  0.000
H: 2.9787 0.7055 2.8702  0.000
H: 5.0203 0.8796 4.3007  0.000
H: 6.6718 -0.9599 4.3046  0.000
H: 6.2918 -2.9616 2.9033  0.000
H: 4.2297 -3.1025 1.4874  0.000
C: 3.3075 0.5085 -1.2753  0.005
S: 1.6118 0.0537 -1.6441  0.019
C: 1.6975 -0.3813 -3.3862  0.002
H: 3.9757 -0.3399 -1.4223  0.000
H: 3.3105 0.7774 -0.2211  0.000
H: 3.6270 1.3620 -1.8727  0.001
H: 2.0168 0.4593 -4.0036  0.001
H: 0.6889 -0.6717 -3.6835  0.000
H: 2.3687 -1.2273 -3.5369  0.000
O: -1.3104 -1.0370 1.0383  -0.152
N: -0.9893 -3.3531 -2.4218  0.002
C: -0.5595 -2.4504 -1.4991  0.007
N: -1.1551 -1.2952 -1.6281  0.015
C: -2.0315 -1.4310 -2.6889  0.002
C: -2.9422 -0.5223 -3.2271  0.001
C: -3.7176 -0.9491 -4.2880  0.000
C: -3.6065 -2.2483 -4.8034  0.000
C: -2.7208 -3.1656 -4.2693  0.000
C: -1.9415 -2.7327 -3.2038  0.000
H: -0.6799 -4.3070 -2.4842  0.000
H: 0.1863 -2.6691 -0.7419  0.002
H: -3.0253 0.4770 -2.8142  0.001
H: -4.4339 -0.2689 -4.7309  0.000
H: -4.2347 -2.5415 -5.6354  0.000
H: -2.6455 -4.1723 -4.6610  0.000

***

[2]
Below is a molecular structure, C26H24F2N3O6STa, with properties calculated with ωB97M-V/def2-TZVPD.

Output
Net charge: +2
Frontier orbital gap, eV: 7.19
Lowest unoccupied orbital energy, eV: -7.876

Last column: natural (NBO) charge in e.
Positions of all 63 atoms, in Å:
Ta: 0.1590 -0.8172 -0.1196  2.533
F: 0.6646 -1.7679 5.1354  -0.272
C: 0.5293 -0.8602 4.1832  0.437
C: 0.5744 -1.2687 2.8569  -0.225
C: 0.4318 -0.2946 1.8744  -0.506
C: 0.2532 1.0681 2.1839  -0.082
C: 0.2122 1.4040 3.5288  0.441
F: 0.0383 2.6727 3.8951  -0.289
C: 0.3472 0.4622 4.5361  -0.277
C: 0.1399 1.9950 1.0451  0.216
C: 0.0336 3.3692 1.1036  -0.219
C: -0.0154 4.0970 -0.0803  -0.070
C: 0.0440 3.4484 -1.3014  -0.223
C: 0.1371 2.0747 -1.3020  0.126
N: 0.1880 1.3638 -0.1625  -0.605
H: 0.7231 -2.3183 2.6325  0.262
H: 0.3134 0.7683 5.5732  0.282
H: 0.0005 3.8719 2.0561  0.268
H: -0.0948 5.1755 -0.0389  0.256
H: 0.0095 3.9843 -2.2380  0.262
H: 0.1785 1.5181 -2.2276  0.237
C: 8.0511 -0.3815 -0.4313  -0.651
C: 6.6193 -0.7137 -0.7134  0.094
C: 6.2774 -1.6134 -1.7225  -0.210
C: 4.9579 -1.9384 -1.9762  -0.103
C: 3.9738 -1.3337 -1.1986  -0.472
C: 4.2794 -0.4292 -0.1787  -0.098
C: 5.5996 -0.1286 0.0546  -0.211
S: 2.3456 -1.7191 -1.5449  2.395
O: 1.6100 -2.2279 -0.2771  -0.938
O: 1.5161 -0.4135 -1.6319  -0.956
O: 2.1989 -2.5886 -2.6439  -0.819
H: 8.7036 -0.6971 -1.2419  0.240
H: 8.3743 -0.8879 0.4808  0.253
H: 8.1797 0.6890 -0.2735  0.242
H: 7.0562 -2.0666 -2.3212  0.247
H: 4.6912 -2.6343 -2.7591  0.261
H: 3.4988 0.0295 0.4179  0.209
H: 5.8620 0.5705 0.8380  0.237
C: -4.4542 -0.7085 -3.2878  -0.627
C: -5.0747 0.0520 -2.1231  -0.364
C: -4.3617 -0.2035 -0.7758  -0.275
C: -5.0430 0.6080 0.3586  -0.372
C: -4.3890 0.4331 1.7237  -0.624
C: -4.5199 -1.6739 -0.4310  0.725
O: -5.5605 -2.2427 -0.3650  -0.462
N: -3.3236 -2.4205 -0.1334  -0.603
C: -2.1341 -1.8714 -0.1857  0.816
O: -1.0345 -2.4848 0.1149  -0.667
N: -1.8802 -0.6022 -0.5428  -0.789
C: -2.9312 0.3025 -0.8858  0.747
O: -2.6611 1.4174 -1.2209  -0.518
H: -4.9923 -0.4910 -4.2085  0.254
H: -4.4995 -1.7903 -3.1414  0.209
H: -3.4117 -0.4211 -3.4522  0.196
H: -6.1177 -0.2332 -1.9879  0.245
H: -5.0442 1.1266 -2.3009  0.237
H: -6.0850 0.2897 0.3886  0.247
H: -5.0224 1.6536 0.0512  0.238
H: -4.4254 -0.6040 2.0674  0.208
H: -4.9098 1.0309 2.4695  0.254
H: -3.3448 0.7642 1.7201  0.186
H: -3.4412 -3.3927 0.1371  0.468

***

[3]
Below is a single C26H24N2O3S molecule, with properties calculated with ωB97M-V/def2-TZVPD.

Output
Frontier orbital gap, eV: 8.35
Lowest unoccupied orbital energy, eV: -0.284
SMILES string: CCc1cccc(CC)c1NC(=O)COC(=O)c1ccccc1-c1nc2ccccc2s1

Last column: natural (NBO) charge in e.
Positions of all 56 atoms, in Å:
C: -0.6800 4.6295 2.0206  -0.602
C: 0.1192 3.3360 1.9062  -0.440
C: 0.6763 3.0557 0.5371  -0.010
C: 0.8955 4.0712 -0.3854  -0.218
C: 1.3652 3.7930 -1.6545  -0.201
C: 1.6187 2.4869 -2.0287  -0.212
C: 1.4294 1.4454 -1.1334  -0.031
C: 1.7479 0.0335 -1.5447  -0.418
C: 3.0640 -0.4515 -0.9339  -0.597
C: 0.9731 1.7435 0.1540  0.191
N: 0.7816 0.6709 1.0614  -0.685
C: 1.4185 0.5455 2.2406  0.663
O: 2.1394 1.3768 2.7463  -0.609
C: 1.1401 -0.7972 2.9343  -0.179
O: 1.1974 -1.8614 1.9927  -0.504
C: 0.0715 -2.5324 1.7300  0.798
O: -0.9741 -2.3728 2.3022  -0.573
C: 0.3135 -3.5301 0.6471  -0.102
C: 1.2452 -4.5409 0.8290  -0.166
C: 1.4142 -5.5147 -0.1404  -0.193
C: 0.6497 -5.4824 -1.2961  -0.198
C: -0.2692 -4.4698 -1.4931  -0.171
C: -0.4415 -3.4768 -0.5309  -0.087
C: -1.3649 -2.3817 -0.7550  0.126
N: -1.2064 -1.1824 -0.3165  -0.491
C: -2.2299 -0.3567 -0.6799  0.177
C: -2.3556 0.9939 -0.3615  -0.222
C: -3.4610 1.6817 -0.8111  -0.197
C: -4.4452 1.0537 -1.5729  -0.204
C: -4.3417 -0.2822 -1.9036  -0.218
C: -3.2331 -0.9801 -1.4550  -0.227
S: -2.8249 -2.6471 -1.7091  0.384
H: -0.0377 5.5022 1.9374  0.202
H: -1.4443 4.6818 1.2474  0.200
H: -1.1701 4.6689 2.9909  0.214
H: -0.5212 2.4989 2.2011  0.205
H: 0.9496 3.3548 2.6180  0.250
H: 0.6930 5.0942 -0.1134  0.211
H: 1.5285 4.5973 -2.3566  0.211
H: 1.9770 2.2700 -3.0247  0.207
H: 0.9422 -0.6409 -1.2459  0.213
H: 1.8257 -0.0074 -2.6334  0.207
H: 3.0168 -0.4437 0.1515  0.208
H: 3.8822 0.1945 -1.2443  0.206
H: 3.2775 -1.4673 -1.2602  0.206
H: 0.2686 -0.1261 0.6893  0.443
H: 0.1498 -0.7772 3.4053  0.233
H: 1.9077 -0.9656 3.6929  0.218
H: 1.8258 -4.5669 1.7383  0.226
H: 2.1384 -6.3010 0.0080  0.221
H: 0.7747 -6.2457 -2.0491  0.221
H: -0.8532 -4.4316 -2.4010  0.222
H: -1.5962 1.4826 0.2235  0.233
H: -3.5681 2.7279 -0.5685  0.218
H: -5.3008 1.6190 -1.9095  0.218
H: -5.0984 -0.7757 -2.4930  0.222

***

[4]
Below is a gas-phase ion, C26H24N3S (charge +1), with properties calculated with ωB97M-V/def2-TZVPD.

Output
Net charge: +1
Frontier orbital gap, eV: 8.15
Lowest unoccupied orbital energy, eV: -2.389

Last column: natural (NBO) charge in e.
Positions of all 54 atoms, in Å:
C: 4.1761 -0.3989 1.6470  -0.406
N: 2.7423 -0.6242 1.5751  -0.373
C: 1.7301 0.2982 1.3920  0.019
C: 0.5148 -0.3426 1.2394  -0.168
C: -0.7235 0.4656 0.8266  0.022
C: -2.0433 -0.3191 1.1555  -0.103
C: -2.2658 -1.4995 0.4632  -0.144
C: -3.4367 -2.2345 0.6692  -0.228
C: -4.3542 -1.8508 1.6400  0.006
C: -5.6326 -2.6135 1.8065  -0.637
C: -4.0722 -0.7282 2.4222  -0.209
C: -2.9182 0.0309 2.2009  -0.185
C: 0.7610 -1.7502 1.6980  -0.099
C: 0.0854 -2.9110 2.0719  -0.183
C: 0.7557 -4.1431 2.2442  -0.228
C: 2.1484 -4.2428 2.1956  -0.194
C: 2.8854 -3.0834 1.9865  -0.268
C: 2.1908 -1.8789 1.7720  0.222
H: 4.6465 -1.3947 1.7077  0.228
H: 4.5932 0.1135 0.7722  0.206
H: 4.4485 0.1656 2.5489  0.216
H: 1.9386 1.3713 1.4861  0.235
H: -0.7176 1.4316 1.2913  0.219
H: -1.5261 -1.8221 -0.2727  0.214
H: -3.6868 -3.0964 0.0429  0.222
H: -6.2623 -2.1453 2.5755  0.222
H: -6.2331 -2.6782 0.8837  0.231
H: -5.4062 -3.6458 2.1104  0.231
H: -4.8286 -0.4695 3.1679  0.224
H: -2.7302 0.8918 2.8538  0.223
H: -0.9845 -2.8771 2.2550  0.225
H: 0.2085 -5.0632 2.4203  0.224
H: 2.6289 -5.2185 2.3423  0.229
H: 3.9843 -3.1474 1.9807  0.219
C: 2.5276 4.1760 -4.6525  -0.177
C: 1.2813 3.7741 -4.1641  -0.251
C: 1.2444 2.8872 -3.0845  0.212
C: 2.4013 2.3969 -2.4747  -0.247
C: 3.6330 2.8217 -2.9571  -0.177
C: 3.7004 3.7020 -4.0517  -0.205
S: 2.0453 1.2518 -1.1713  0.479
C: 0.3599 1.5801 -1.3126  0.319
N: -0.7831 1.2544 -0.6877  -0.391
C: -1.9144 1.8090 -1.4892  -0.218
C: -1.2626 2.6053 -2.6155  -0.222
N: 0.1370 2.3578 -2.4004  -0.378
H: 2.6197 4.8505 -5.4980  0.238
H: 0.3543 4.1490 -4.6294  0.236
H: 4.5280 2.4444 -2.4729  0.229
H: 4.6610 4.0097 -4.4472  0.237
H: -2.4622 1.0125 -2.0240  0.227
H: -2.5740 2.4622 -0.8994  0.231
H: -1.5779 2.2019 -3.5859  0.222
H: -1.5357 3.6640 -2.5535  0.222

***

Number 1: DFT total energy -91039.1072 eV. Number 2: DFT total energy -61917.8903 eV. Number 3: DFT total energy -47311.5573 eV. Number 4: DFT total energy -42650.2303 eV.